This record from the Open Molecules 2025 dataset describes C25H27N5O3Tc as an isolated structure. The level of theory is ωB97M-V with the def2-TZVPD basis set.

* HOMO energy (spin up / spin down): -20.07 / -20.07 eV
* <S²>: 3.81
* HOMO-LUMO gap (spin up / spin down): 7.72 / 3.71 eV

Structure (ORCA input):
```
! RIJCOSX wB97M-V def2-TZVPD def2/J DEFGRID3
* xyz 4 4
N 2.79 -3.20 -1.91
C 3.60 -3.66 -1.22
C 4.60 -4.23 -0.33
H 5.47 -3.56 -0.29
H 4.91 -5.22 -0.70
H 4.17 -4.34 0.69
N -3.91 -1.40 -1.89
C -4.93 -1.93 -1.98
C -6.26 -2.49 -1.96
H -6.24 -3.40 -2.58
H -6.92 -1.74 -2.43
H -6.59 -2.72 -0.94
N 1.86 3.01 -1.93
C 1.41 4.08 -2.03
C 0.88 5.43 -2.17
H 0.06 5.58 -1.45
H 0.50 5.56 -3.20
H 1.69 6.16 -1.98
Tc -1.55 -0.68 -2.03
C -1.67 0.87 -0.89
O -1.78 1.78 -0.16
C -1.29 -1.92 -0.62
O -1.16 -2.67 0.27
C -0.25 -2.16 -3.74
C 0.32 -1.11 -3.00
C -0.04 0.25 -3.27
C -0.95 0.51 -4.33
C -1.71 -0.56 -4.82
C -1.37 -1.89 -4.53
H 0.08 -3.19 -3.56
H 1.25 -1.32 -2.46
H 0.57 1.05 -2.85
H -1.19 1.54 -4.61
H -2.53 -0.37 -5.51
H -1.97 -2.71 -4.95
C 1.33 1.68 4.43
N 1.72 1.41 3.06
N 0.90 0.76 2.22
C 1.53 0.58 0.98
O 1.01 -0.03 0.03
C 2.80 1.24 1.15
C 2.87 1.73 2.43
C 3.92 2.50 3.14
C -0.31 0.21 2.69
C -1.38 1.08 2.94
C -2.53 0.58 3.54
C -2.59 -0.78 3.89
C -1.49 -1.63 3.66
C -0.36 -1.13 3.03
H 2.13 2.26 4.89
H 1.19 0.75 4.99
H 0.41 2.27 4.47
H 3.53 1.34 0.37
H 3.53 3.44 3.56
H 4.37 1.93 3.97
H 4.72 2.74 2.43
H -1.28 2.13 2.67
H -3.37 1.25 3.74
H -3.50 -1.19 4.34
H -1.52 -2.67 3.97
H 0.51 -1.75 2.81
*
```